1.
Formula: C20H15ClFN5O5S2
Source: OMol25
Level of theory: ωB97M-V/def2-TZVPD

For the LUMO energy, the calculation gives -0.179 eV. For the molecular weight, the calculation gives 523.96 g mol⁻¹. As for the gap between HOMO and LUMO: 0.2981 Ha. For the total energy, the calculation gives -75582.04806 eV. Its multiplicity is 1. The strongest force on any atom is 4.18 eV/Å.

Geometry as XYZ:
```
49
C20H15ClFN5O5S2 | OMol25 | ωB97M-V/def2-TZVPD
C 2.47203 -1.26956 1.16798
H -6.24028 3.12584 1.87190
O -1.47846 4.74997 1.95901
C -5.80637 3.55293 0.97309
F 1.79040 -6.13642 -2.76921
N 2.96619 -2.55076 1.21928
H 1.42849 0.75013 -1.94599
C 1.21030 -1.76222 -0.79284
H 4.09214 -8.69021 0.32454
H 4.86685 -7.18737 0.59214
C -0.15695 3.04171 0.10734
C 1.81395 -3.11202 -0.83090
C 2.06957 -5.29742 -1.77178
H 3.80739 -4.96022 1.15261
S -5.21228 3.97242 -1.49491
H -0.41598 2.67467 2.23345
H -4.26811 4.82880 1.94662
H -0.86692 4.57347 -1.12599
N 1.52945 -0.86652 0.20847
H 3.78585 -2.68364 1.78702
C 1.00447 1.18071 -1.05351
S -3.10399 6.07440 -0.78319
C -6.16311 3.16273 -0.29996
H -2.45194 6.69765 1.26426
C 3.19519 -4.74476 0.30271
C -4.72545 4.49251 1.04075
H 3.34283 -7.52764 1.45780
H 0.95056 -3.65675 -2.69075
O 0.41301 -1.50755 -1.69187
C 0.50817 1.02874 1.31382
H 0.43815 0.53327 2.26062
O 2.88962 -0.45635 2.01069
H 2.58569 -7.64985 -1.18813
N -0.74805 4.29419 -0.13411
C -1.43618 5.03447 0.78637
C -4.33477 4.85417 -0.25241
C -0.01234 2.32151 1.29230
C 1.06597 0.44599 0.14225
H 0.23799 2.91454 -2.00046
O -3.72830 7.37912 -1.01324
C 0.38022 2.42509 -1.05521
C 3.88456 -7.62035 0.49860
N -2.03302 6.22441 0.49289
N 3.08569 -7.02628 -0.55058
Cl -7.28515 1.91444 -0.66723
C 2.65567 -3.45934 0.21127
C 1.54659 -4.00571 -1.85060
C 2.82556 -5.67950 -0.67892
O -2.37492 5.60255 -1.97596
```

Here are the Mulliken charges for atoms 1 to 4, given in e: atom 1 (C): 0.277, atom 2 (H): 0.392, atom 3 (O): -0.622, atom 4 (C): -0.591

---

2.
Formula: C13H20N4O4S2Zr
Source: OMol25
Level of theory: ωB97M-V/def2-TZVPD

For the LUMO energy, the calculation gives -7.467 eV. For the molecular weight, the calculation gives 451.68 g mol⁻¹. As for the gap between HOMO and LUMO: 0.3105 Ha. For the total energy, the calculation gives -50894.96594 eV. Its multiplicity is 1. The strongest force on any atom is 3.49 eV/Å. For the energy above the lowest of the compared OMol25 structures with the same formula, charge and spin, the calculation gives 17.1 kcal per mole. Its charge is +2.

Geometry as XYZ:
```
44
C13H20N4O4S2Zr | OMol25 | ωB97M-V/def2-TZVPD
H -1.41680 -3.93204 2.66471
C 3.14629 -0.05054 0.08625
C 0.62061 -0.94472 -3.54147
H -3.87744 0.41920 2.52374
O -0.54594 -3.27574 -0.61163
C 2.87611 0.90302 1.25532
H 1.09418 2.92612 -1.76879
C -2.82083 -2.61894 3.65409
H 2.87253 -0.15966 -1.93777
N 2.63419 0.50740 -1.20456
H 2.43568 3.13552 -0.01361
H 2.96655 0.32392 2.17409
H -2.95991 -3.28527 4.49442
H -1.76230 1.14138 -2.71923
C -3.50600 -1.40964 3.61477
H 2.66523 -1.01304 0.24777
S -0.79829 -2.11868 0.15056
C 1.51854 1.63907 1.25576
H 3.65687 1.66538 1.29210
H -0.25687 2.83760 -0.89446
O 0.43741 -1.31113 0.53019
O 0.87199 -1.18271 -2.24104
Zr 0.36106 0.13845 -0.97202
C -1.83292 -2.11865 1.57528
C -2.50483 -0.89258 1.51994
H 0.66953 0.94338 1.10310
H -1.52834 -1.07921 -3.33840
H -4.17633 -1.14799 4.42216
H 4.21903 -0.23192 0.03185
C -3.34687 -0.52339 2.55374
H 0.95037 3.66736 0.74018
S -2.16353 1.52604 0.17738
C 1.43139 2.81767 0.26036
H 1.38030 2.04010 2.25785
C -0.79285 -0.37830 -3.72632
H -0.97086 -0.19024 -4.78083
N -1.54131 -0.86854 -0.64831
O 1.42991 -1.03103 -4.40969
N 0.67532 2.44728 -0.97782
C -2.13981 -0.12756 0.32185
H 3.17167 1.34138 -1.41751
N -0.79883 0.86306 -2.88265
H -0.38986 1.60185 -3.44939
C -1.95403 -2.99368 2.62803
```

Here are the Mulliken charges for atoms 1 to 4, given in e: atom 1 (H): 0.508, atom 2 (C): -0.469, atom 3 (C): 0.465, atom 4 (H): 0.465

---

3.
Formula: C25H42N5O2Pb
Source: OMol25
Level of theory: ωB97M-V/def2-TZVPD

For the LUMO energy, the calculation gives -1.961 eV. For the molecular weight, the calculation gives 651.84 g mol⁻¹. As for the gap between HOMO and LUMO: 0.2633 Ha. For the total energy, the calculation gives -43394.28639 eV. Its multiplicity is 1. The strongest force on any atom is 3.13 eV/Å. For the energy above the lowest of the compared OMol25 structures with the same formula, charge and spin, the calculation gives 0.0 kcal per mole. Its charge is +1.

Geometry as XYZ:
```
75
C25H42N5O2Pb | OMol25 | ωB97M-V/def2-TZVPD
H -3.53761 2.55737 -1.80712
C 2.42228 0.52291 -4.26651
C -2.64140 -0.56719 2.65126
H 2.19877 1.07082 -1.70505
C -5.55999 0.78771 -1.79234
N -4.13081 0.55744 -2.11913
H -0.88214 3.24742 2.80261
H 2.64903 1.97351 2.62509
C 1.09642 -0.38391 2.63290
C -3.37200 -0.07238 -0.96900
O -0.26214 1.64317 -2.58314
H 0.62577 -3.10002 2.08704
C -2.60778 -3.48729 -2.42713
H 3.13605 -0.28401 -4.45632
C -0.66129 -2.67702 -1.26977
C -3.25017 -2.29711 -2.11637
O -0.66290 0.45167 -4.43229
H 1.32835 3.03330 3.12024
H -0.48690 -2.96406 3.44793
C 1.96539 1.14498 -5.59263
C -0.12736 -1.10978 2.43773
H -3.29567 0.30366 2.56518
H -4.29312 -2.18632 -2.41584
C -1.30151 -3.67832 -1.99298
C -1.40731 2.35005 3.13266
H 0.35394 -2.86748 -0.92052
H 2.53969 -1.97142 2.38612
H -2.92846 -1.29934 1.88822
H -2.43794 1.61299 -2.83436
C -1.27646 -1.46539 -0.92983
C 1.36863 0.01771 -3.24926
C -3.47986 1.81336 -2.59934
H -5.62134 1.51453 -0.98572
H -0.88497 -2.36597 -4.73933
Pb 0.02687 0.25797 0.25213
H 1.45499 0.58598 -7.61230
H 1.14940 -1.03674 -3.41730
C -1.19298 -0.18361 2.53414
C 2.45276 -0.98932 2.85336
H 2.85865 1.54350 -6.07760
C 0.69095 -2.05830 -5.93216
H -4.00422 2.17430 -3.48215
H -2.70041 0.67956 -0.56229
H -0.79654 -4.61873 -2.19238
H 2.32542 -1.50735 -6.96003
H 2.07766 1.94749 4.29056
H 3.24787 -0.35457 2.45640
C -0.63095 1.10675 2.80558
C 1.20827 0.26512 -6.60139
H -0.41213 -0.68730 -4.83114
H -6.07722 1.18029 -2.66458
H -2.39145 2.34931 2.66020
C -0.28065 -2.60317 2.43591
H 0.14007 0.40197 -6.47154
H 2.63860 -1.11185 3.92405
H 1.68700 -3.68408 -6.70108
H 1.31918 1.99550 -5.36778
N 0.99782 -3.36831 -6.04320
H -4.07405 -0.11864 -2.88001
C -2.59358 -1.30930 -1.37870
H 0.38818 -4.05769 -5.64395
H 2.97864 1.31577 -3.76257
H -2.83322 -1.02496 3.62662
C 1.75456 2.03796 3.24964
H -4.09607 -0.33512 -0.19782
N 1.88329 0.11973 -1.86679
H -1.10573 -2.91997 1.79350
N 1.48355 -1.16897 -6.52747
H 2.68351 -0.49546 -1.75430
H -6.02480 -0.14350 -1.47768
N -0.35947 -1.67012 -5.24412
C 0.02649 0.75788 -3.40662
H -1.55791 2.43497 4.21233
H -3.13186 -4.26307 -2.97252
C 0.76265 0.96389 2.90793
```

Here are the Mulliken charges for atoms 1 to 4, given in e: atom 1 (H): 0.367, atom 2 (C): -1.143, atom 3 (C): -1.496, atom 4 (H): 0.300

---

4.
Formula: C26H50BF3N3O3
Source: OMol25
Level of theory: ωB97M-V/def2-TZVPD

For the LUMO energy, the calculation gives -3.537 eV. For the molecular weight, the calculation gives 520.51 g mol⁻¹. As for the gap between HOMO and LUMO: 0.3054 Ha. For the total energy, the calculation gives -47205.26619 eV. Its multiplicity is 1. The strongest force on any atom is 5.65 eV/Å. Its charge is +1.

Geometry as XYZ:
```
86
C26H50BF3N3O3 | OMol25 | ωB97M-V/def2-TZVPD
H 0.45314 6.95906 2.30327
C 1.40162 -3.88263 1.56300
H -3.11350 -2.70111 -7.49517
C 2.51167 2.24281 0.49384
H 1.53949 -5.90366 0.65234
C 0.52713 -5.00041 -4.12649
H 1.52373 -5.37805 -3.71335
H -1.30270 -4.70285 -0.98017
H 0.49307 -2.99792 4.75990
C -1.25185 1.81377 2.22635
C -2.41282 0.85886 2.84953
H -1.32611 -2.66234 -3.91562
H -0.18268 -4.38595 3.03968
C -1.52261 -3.42258 -6.02099
C 0.00614 -1.02807 3.67158
C -0.49971 -4.36608 -1.72428
H -1.88567 -4.44111 -5.64592
H -2.44165 -0.13669 2.29188
H -2.01051 -1.78015 4.24728
F 1.00534 -0.59019 0.57819
H -1.91461 5.64771 -0.15457
C 1.85200 5.54019 -0.63854
C 0.84085 -5.01037 0.52973
H 0.60173 1.63096 -0.46863
C -1.68285 3.35541 2.33003
H -2.92504 0.52716 5.07767
C -2.00457 0.52800 4.39004
H -0.33591 -0.91287 2.57896
N 2.35550 4.22805 -0.78379
H 1.47939 4.70175 3.53325
H -0.64804 -2.96770 1.98275
H -0.88156 5.37235 2.77769
C 1.93484 -0.19657 -0.43047
H 1.35835 -2.88027 -3.80771
C 0.23533 -3.43114 2.55215
C 0.73648 -3.46077 -4.57300
O -0.82101 8.23874 -0.68976
C 1.33801 4.46105 1.35029
H -2.67209 3.37518 2.91951
O -1.96758 6.39109 0.49442
H -0.72223 -3.26819 -1.95628
H -3.44241 1.33343 2.77999
H -1.24392 1.32011 4.73779
H 1.80019 -3.04128 0.89898
H 1.45995 -5.39789 -1.57710
H 1.32121 7.84677 0.95991
O 2.02297 6.49362 -1.66773
H -0.65774 -6.32184 -2.77146
C -0.66097 -2.69868 -4.85249
C -0.66338 4.29482 3.12395
N 1.22484 5.71032 0.64608
C 0.70504 -2.47810 3.75639
H 1.54104 -3.60568 -1.17417
H -1.03463 -1.08866 5.64517
H -0.76180 7.73787 -1.53600
H 3.62090 2.15341 0.20325
H -2.32776 -1.38316 -6.44311
H -0.86293 4.31510 4.25620
H -1.95552 3.77570 1.29615
H 0.77866 -0.22167 3.95927
C -1.32930 -0.91780 4.56043
C 0.60214 6.97270 1.16848
C 0.92723 -4.55328 -1.00399
H -1.68009 -5.02811 -3.57250
B -0.77843 7.19742 0.32497
H 2.01478 1.73020 -1.66096
H -1.20504 1.56474 1.10339
C 1.71248 1.38055 -0.61950
F 3.25456 -0.53514 -0.09355
H -3.62995 -2.50758 -5.73810
H 2.44000 1.78683 1.53846
H 1.24019 2.97278 3.00432
H 2.90335 6.25426 -2.05541
F 1.52450 -0.87135 -1.59843
H 1.84596 -2.35910 3.71471
H -0.23470 -5.21529 0.83098
H -0.91152 -3.58682 -6.97152
H 2.30750 -4.27255 2.14693
C -2.74304 -2.45281 -6.44725
H 0.34844 -5.59716 -5.09546
H 1.34392 -3.43586 -5.54744
H -0.29584 1.54228 2.77332
H -0.44248 -1.64416 -5.21757
C 0.88113 4.03117 2.81097
N 2.03160 3.64909 0.41440
C -0.65960 -5.21371 -3.07933
```

Here are the Mulliken charges for atoms 1 to 4, given in e: atom 1 (H): 0.377, atom 2 (C): -0.139, atom 3 (H): 0.336, atom 4 (C): -0.702

---

5.
Formula: C5H9NO
Source: OMol25
Level of theory: ωB97M-V/def2-TZVPD

For the LUMO energy, the calculation gives 0.941 eV. For the molecular weight, the calculation gives 99.13 g mol⁻¹. As for the gap between HOMO and LUMO: 0.3911 Ha. For the total energy, the calculation gives -8867.61819 eV. Its multiplicity is 1. The strongest force on any atom is 2.30 eV/Å. For the energy above the lowest of the compared OMol25 structures with the same formula, charge and spin, the calculation gives 36.8 kcal per mole.

Geometry as XYZ:
```
16
C5H9NO | OMol25 | ωB97M-V/def2-TZVPD
C 1.67109 -0.29067 1.17041
H 0.29488 -1.03861 -2.09416
C -1.47485 -0.69267 0.00078
H -1.68658 -0.85210 1.06170
H -1.58813 -1.63537 -0.53474
H 1.31846 0.37150 -1.78027
H -0.40005 0.59653 -2.18472
C 0.01790 1.11970 0.79653
H -0.72646 1.03948 1.63533
O 1.38562 1.04010 1.25041
N 0.93100 -1.04019 0.47102
H -0.33482 2.12148 0.65535
C 0.31095 -0.03426 -1.64352
H -2.19282 0.03617 -0.39304
H 2.54560 -0.60381 1.74286
C -0.07179 -0.13730 -0.15395
```

Here are the Mulliken charges for atoms 1 to 4, given in e: atom 1 (C): -0.051, atom 2 (H): 0.361, atom 3 (C): -1.682, atom 4 (H): 0.410

---

6.
Formula: C4H4ClNO
Source: OMol25
Level of theory: ωB97M-V/def2-TZVPD

For the LUMO energy, the calculation gives 0.596 eV. For the molecular weight, the calculation gives 117.53 g mol⁻¹. As for the gap between HOMO and LUMO: 0.3138 Ha. For the total energy, the calculation gives -20270.78820 eV. Its multiplicity is 1. The strongest force on any atom is 6.11 eV/Å. For the energy above the lowest of the compared OMol25 structures with the same formula, charge and spin, the calculation gives 39.9 kcal per mole.

Geometry as XYZ:
```
11
C4H4ClNO | OMol25 | ωB97M-V/def2-TZVPD
H 1.36569 1.67999 -0.29037
H 2.20540 -1.70735 0.26320
H -1.32080 2.27532 -0.17153
O 2.22290 -0.78279 -0.26926
Cl -2.88141 -0.43659 -0.16802
C 0.90069 -0.28677 -0.07087
C -1.31887 -0.07400 0.15098
N 0.61170 1.06630 0.03990
H -0.66100 -2.01985 0.46232
C -0.81008 1.23479 -0.02484
C -0.31422 -0.94907 0.07850
```

Here are the Mulliken charges for atoms 1 to 4, given in e: atom 1 (H): 0.275, atom 2 (H): 0.361, atom 3 (H): 0.303, atom 4 (O): -0.531

---

7.
Formula: C7H17BrN
Source: OMol25
Level of theory: ωB97M-V/def2-TZVPD

For the LUMO energy (alpha / beta), the calculation gives -4.638 / -4.519 eV. For the molecular weight, the calculation gives 195.12 g mol⁻¹. As for the gap between HOMO and LUMO (alpha / beta): 0.2888 / 0.3288 Ha. For the total energy, the calculation gives -79054.40913 eV. Its multiplicity is 1. The strongest force on any atom is 5.87 eV/Å. For the energy above the lowest of the compared OMol25 structures with the same formula, charge and spin, the calculation gives 122.3 kcal per mole. Its charge is +1.

Geometry as XYZ:
```
26
C7H17BrN | OMol25 | ωB97M-V/def2-TZVPD
H -2.14792 -1.46611 0.51206
Br 0.11065 1.03674 -2.41241
C -0.21341 -2.09156 -0.93306
H 0.29012 -3.06681 -0.86060
H 1.30897 2.33899 1.34941
H -1.18183 -2.13296 -0.37794
H 0.86008 -2.14715 1.45342
H 1.01151 -0.45923 1.93868
H 2.23340 -2.12480 -0.18229
H -0.31576 -1.81435 -2.07042
N -0.51724 1.39323 0.38978
C 0.51440 -1.22326 1.28460
H 2.66212 -0.37672 -0.81223
H -0.68377 0.90283 1.25028
C -0.04011 0.36978 -0.57424
H -2.02857 2.59405 -0.61233
C -1.82949 1.76545 -0.01005
C 2.05141 -1.22758 -0.84364
H -2.24019 0.85765 -0.54938
H 2.06490 -1.60615 -1.82899
H 0.50982 3.03854 -0.30015
H -0.54649 -1.20726 1.62803
C 0.60167 -0.94425 -0.22536
H -2.55632 1.77988 0.88820
C 0.39441 2.57257 0.69244
H -0.31234 3.23850 1.20620
```

Here are the Mulliken charges for atoms 1 to 4, given in e: atom 1 (H): 0.094, atom 2 (Br): 0.046, atom 3 (C): -1.066, atom 4 (H): 0.419

---

8.
Formula: C13H20Br2KO9S2
Source: OMol25
Level of theory: ωB97M-V/def2-TZVPD

For the LUMO energy, the calculation gives 2.140 eV. For the molecular weight, the calculation gives 583.33 g mol⁻¹. As for the gap between HOMO and LUMO: 0.3021 Ha. For the total energy, the calculation gives -210315.85126 eV. Its multiplicity is 1. The strongest force on any atom is 2.63 eV/Å. For the energy above the lowest of the compared OMol25 structures with the same formula, charge and spin, the calculation gives 20.3 kcal per mole. Its charge is -1.

Geometry as XYZ:
```
47
C13H20Br2KO9S2 | OMol25 | ωB97M-V/def2-TZVPD
H 2.01406 2.17714 -2.84082
C -1.69455 3.17681 -1.85168
H -2.48905 3.12011 1.27984
C -2.73089 -0.69655 1.42611
C 1.23582 1.57809 -3.32702
C -0.38650 3.09353 -2.58106
H -0.88028 2.88501 3.87474
C 0.10483 3.20062 3.55972
Br -0.10003 4.77918 2.44649
H -2.35944 2.39816 -2.24494
O 2.22687 -1.76003 3.26716
H 3.11327 -3.67794 2.60988
C -2.67470 2.78837 0.25871
H -3.79924 -0.80243 1.64870
C 1.91740 -4.34633 -0.97964
O -0.00897 1.74226 -2.66452
H -2.89691 0.85618 -0.67439
H -2.49625 -1.22739 0.49897
H -3.47711 3.40467 -0.16222
H -2.16604 4.15112 -2.02844
O -2.38268 0.68785 1.32557
H 1.14974 1.89289 -4.37397
H 1.50868 0.53040 -3.26199
C 2.79177 -3.87719 1.59862
H 3.71428 -5.80757 1.48574
O -1.46764 2.99979 -0.46482
Br 0.92310 1.75262 2.69421
O -0.55357 -1.66551 -0.80792
K 0.06750 0.33093 0.17157
H -2.13003 -1.12315 2.22151
O 1.62427 -0.78097 -1.37142
H 2.90712 -6.24108 -0.81817
O 2.00816 -0.28069 1.34841
O 0.10813 -1.57636 2.05715
S 1.56297 -1.50963 2.00690
C 2.66734 -5.30944 -0.31899
H 1.58052 -4.49936 -1.99537
H 0.72807 3.47139 4.39931
C 2.02606 -2.90645 0.96052
H -4.17573 1.26732 0.48301
H -0.50151 3.52631 -3.58422
H 0.37360 3.67791 -2.04516
S 0.74701 -1.94617 -1.41273
O 0.66022 -2.58203 -2.71017
C 1.59056 -3.14173 -0.36329
C -3.09632 1.33781 0.29428
C 3.11611 -5.06851 0.96581
```

Here are the Mulliken charges for atoms 1 to 4, given in e: atom 1 (H): 0.324, atom 2 (C): -0.623, atom 3 (H): 0.265, atom 4 (C): -0.754